Record 1
Entry from the OMol25 dataset: a molecular structure, C41H42P2ReTe in a non-equilibrium geometry (wB97M-V/def2-TZVPD).

Geometry as XYZ:
```
87
Properties=species:S:1:pos:R:3:mulliken_charge:R:1
Re 0.14990 0.20636 3.65364 0.503
C -1.57351 -0.21516 4.74874 -0.450
C -1.85177 -0.48631 3.36140 -0.128
C -2.68556 0.46650 2.48842 -0.487
C -1.95706 1.71897 2.01831 -1.057
C -0.53640 1.87163 2.56927 -0.455
C -0.31066 2.19168 3.96517 -0.732
C -1.48143 2.35654 4.94734 -0.559
C -2.00380 1.03744 5.51160 -0.586
C 2.06384 -0.46900 3.26452 -1.363
H -1.43817 -1.08663 5.38506 0.707
H -1.90472 -1.55617 3.07279 0.463
H -3.64614 0.72482 2.97759 0.528
H -2.97658 -0.07979 1.56883 0.222
H -1.86257 1.72563 0.91249 0.419
H -2.56593 2.60435 2.23780 0.405
H 0.18920 2.31183 1.85481 0.590
H 0.55687 2.81717 4.20163 0.582
H -2.33661 2.85639 4.46285 0.302
H -1.15824 3.01057 5.77073 0.429
H -1.68181 0.90640 6.54881 -0.272
H -3.10337 1.07413 5.51597 0.579
H 2.70307 -0.71378 4.14580 0.417
H 2.53311 0.39777 2.75082 0.376
H 2.01402 -1.34795 2.60478 0.387
P -0.03166 -1.80671 -3.48736 0.321
P 1.82495 0.60851 -3.88545 0.211
C -0.75551 -0.25577 -4.05980 -0.624
C 0.09751 0.75347 -4.39189 -0.837
C -0.57135 -2.98235 -4.82393 0.515
C -1.63547 -2.68590 -5.69244 0.006
C -2.09173 -3.64046 -6.59660 -0.652
C -1.41804 -4.86091 -6.73788 -0.478
C -0.25319 -5.09420 -5.99215 -0.577
C 0.16728 -4.16518 -5.03652 -0.519
C -1.10110 -2.02852 -2.01952 0.673
C -0.80314 -1.17272 -0.93690 -0.673
C -1.47635 -1.33901 0.26100 -0.169
C -2.49241 -2.28909 0.40962 -0.471
C -2.83226 -3.09406 -0.69127 -1.022
C -2.13568 -2.95883 -1.89664 -0.438
C 2.57873 1.18757 -5.49885 0.420
C 2.43827 0.33491 -6.61749 -0.237
C 2.91799 0.73280 -7.86427 -0.726
C 3.55482 1.96674 -8.01047 -0.408
C 3.68252 2.82774 -6.91167 -0.676
C 3.20005 2.43216 -5.66397 -0.252
C 2.03863 2.11295 -2.86801 0.448
C 3.24498 2.25415 -2.14812 -0.281
C 3.48795 3.41781 -1.41715 -0.747
C 2.52567 4.42912 -1.36054 -0.484
C 1.32008 4.28290 -2.06726 -0.800
C 1.07463 3.12129 -2.80729 -0.046
H -1.84117 -0.17390 -4.11078 0.814
H -0.19917 1.60349 -5.00674 0.839
H -2.10552 -1.70420 -5.65809 0.338
H -2.97605 -3.44631 -7.20322 0.406
H -1.78966 -5.61684 -7.42448 0.406
H 0.31139 -6.01433 -6.15651 0.388
H 1.06588 -4.36218 -4.44772 0.386
H -0.04631 -0.38538 -1.00734 0.320
H -1.17431 -0.70885 1.10591 0.292
H -3.01936 -2.42573 1.35732 0.302
H -3.62533 -3.83477 -0.60128 0.392
H -2.38854 -3.58082 -2.75733 0.407
H 1.91914 -0.61685 -6.50110 0.400
H 2.79660 0.07586 -8.73282 0.379
H 3.95142 2.26651 -8.97710 0.390
H 4.16616 3.79835 -7.02215 0.393
H 3.29317 3.12364 -4.82168 0.267
H 3.99000 1.45594 -2.19406 0.418
H 4.43846 3.53978 -0.88503 0.447
H 2.70419 5.32608 -0.76228 0.435
H 0.57520 5.07493 -2.03080 0.440
H 0.13564 3.01113 -3.35126 0.384
Te 1.34182 0.43804 5.99727 0.298
C 0.36214 -0.29026 7.78849 0.530
C -0.52597 0.42612 8.60149 -0.302
C -1.11234 -0.24834 9.68738 -0.411
C -0.82047 -1.59040 9.93173 -0.516
C 0.14353 -2.24033 9.16846 -0.474
C 0.74094 -1.60573 8.07560 -0.659
H -0.77661 1.46134 8.36329 0.519
H -1.79246 0.32257 10.31934 0.396
H -1.34916 -2.13743 10.72623 0.386
H 0.46764 -3.25296 9.38912 0.373
H 1.44729 -2.09999 7.41378 0.323
```

LUMO energy (spin up / spin down)   -0.2180 / -0.2941 Ha
Energy relative to the best compared isomer or geometry (same formula, charge and spin)   0.0000 eV
Spin multiplicity   4
Calculated total energy   -71178.994 eV
HOMO (spin up / spin down)   -12.8 / -13.2 eV
Total charge   +2
⟨S²⟩   3.7735

=====

Record 2
Entry from the OMol25 dataset: a molecular structure, C41H43ClN3P3S2SeW in a non-equilibrium geometry (wB97M-V/def2-TZVPD).

Geometry as XYZ:
```
95
Properties=species:S:1:pos:R:3:mulliken_charge:R:1
W -0.22165 0.79413 0.40135 -0.136
C 2.04822 -2.26911 -1.19088 -1.893
N 1.10089 -1.22233 -1.61401 0.887
P -0.48751 -1.21061 -1.02805 0.768
C -0.95328 -2.95417 -0.73509 1.208
C -1.83867 -3.27788 0.28616 -0.732
C -2.29177 -4.58210 0.43505 -0.647
C -1.85664 -5.56698 -0.43598 -0.758
C -0.98858 -5.24432 -1.47260 -0.806
C -0.54768 -3.94238 -1.63149 -0.534
C -1.53916 -1.01402 -2.51958 0.920
C -1.02060 -1.09575 -3.80498 -0.295
C -1.86509 -1.00896 -4.90117 -0.601
C -3.23152 -0.85277 -4.71936 -0.666
C -3.75708 -0.79352 -3.43646 -0.793
C -2.91422 -0.87567 -2.33959 -0.982
P 1.60423 0.54121 -1.40588 0.387
C 3.27583 0.13919 -2.12816 1.006
C 4.50920 0.49402 -1.59339 -0.771
C 5.68670 0.15955 -2.24764 -0.912
C 5.65347 -0.52276 -3.45246 -0.662
C 4.43192 -0.90387 -3.98561 -1.091
C 3.25788 -0.59525 -3.31718 -0.447
C 0.71840 1.37198 -2.79603 1.059
C -0.45130 1.98368 -2.35209 -0.187
C -1.32053 2.63404 -3.20288 -0.963
C -0.98964 2.72084 -4.54775 -0.769
C 0.20752 2.18602 -5.00129 -0.780
C 1.06315 1.51798 -4.13510 -0.708
H 1.59079 -2.95711 -0.48067 0.684
H 2.92262 -1.82769 -0.71572 0.660
H 2.40043 -2.84937 -2.04878 0.200
H -2.18638 -2.49979 0.95457 0.665
H -2.98801 -4.82742 1.22713 0.472
H -2.20004 -6.58623 -0.31647 0.402
H -0.66267 -6.00960 -2.16515 0.454
H 0.10111 -3.68243 -2.45810 0.381
H 0.04699 -1.20954 -3.94540 0.114
H -1.45509 -1.05837 -5.90224 0.447
H -3.88768 -0.77946 -5.57731 0.389
H -4.82406 -0.67965 -3.29324 0.456
H -3.31913 -0.82838 -1.33772 0.305
H 4.57596 1.02714 -0.65818 0.538
H 6.63527 0.44066 -1.80898 0.455
H 6.57369 -0.76609 -3.96781 0.395
H 4.39058 -1.45459 -4.91708 0.437
H 2.31313 -0.93759 -3.71527 0.285
H -0.67222 1.98727 -1.27612 0.441
H -2.23202 3.07615 -2.82177 0.541
H -1.65689 3.22360 -5.23575 0.405
H 0.48243 2.29245 -6.04326 0.452
H 1.99460 1.12305 -4.51255 0.495
S 2.23097 0.29299 1.09952 -0.232
C 2.84347 1.92040 0.79128 0.616
S 2.46597 2.64651 -0.71741 -0.148
C 3.60728 2.51457 1.75976 0.937
C 3.77915 1.88187 3.02754 -0.284
N 3.88914 1.37076 4.05413 -0.604
C 4.19664 3.79831 1.57648 -0.309
N 4.68880 4.82914 1.43684 -0.550
Cl -2.55215 1.20575 0.31504 -0.404
Se 0.01893 3.15577 1.31471 0.123
C -1.45123 3.88150 2.31281 0.420
C -2.31069 3.11659 3.09285 -0.027
C -3.30367 3.72776 3.84492 -0.709
C -3.44361 5.10718 3.82671 -0.567
C -2.58276 5.87325 3.05215 -0.646
C -1.59016 5.26686 2.29923 -0.785
H -2.20834 2.04305 3.10035 0.374
H -3.97021 3.12256 4.44780 0.403
H -4.21530 5.58356 4.41735 0.370
H -2.68593 6.95088 3.03770 0.377
H -0.91402 5.86070 1.69696 0.407
C 1.69849 -2.38147 2.69893 -1.549
C 0.19266 -2.17212 2.83033 -0.388
P -0.48882 -0.48467 2.52554 1.138
C -2.28331 -0.74591 2.91213 -0.497
C -2.66984 -1.91822 3.81342 -1.679
C 0.19191 0.48977 3.92878 0.486
C -0.31498 0.11405 5.31913 -1.503
H 1.94538 -3.39364 3.02214 0.449
H 2.26764 -1.68124 3.30977 0.334
H 2.02721 -2.27423 1.66737 0.184
H -0.11954 -2.40826 3.84906 0.812
H -0.33201 -2.85568 2.16190 0.179
H -2.79765 -0.82696 1.95676 0.389
H -2.63046 0.18862 3.35430 0.131
H -2.35594 -2.87626 3.39860 0.248
H -3.75620 -1.94217 3.90846 0.491
H -2.25017 -1.82688 4.81425 0.331
H -0.02025 1.53766 3.71645 0.305
H 1.27752 0.38373 3.87327 0.111
H -1.38471 0.30126 5.41966 0.319
H 0.19836 0.72631 6.06030 0.459
H -0.11347 -0.93087 5.56071 0.319
```

LUMO energy (spin up / spin down)   -0.0298 / -0.0481 Ha
Energy relative to the best compared isomer or geometry (same formula, charge and spin)   2.5425 eV
Spin multiplicity   3
Calculated total energy   -176917.240 eV
HOMO (spin up / spin down)   -7.2 / -7.5 eV
⟨S²⟩   2.0308

=====

Record 3
Entry from the OMol25 dataset: a molecular structure, C41H44BrFN3O5S3Y in a non-equilibrium geometry (wB97M-V/def2-TZVPD).

Geometry as XYZ:
```
99
Properties=species:S:1:pos:R:3:mulliken_charge:R:1
Y 1.10199 0.56572 0.50635 1.362
O 4.05184 5.88876 3.11974 -0.577
C 3.30812 4.89397 2.57007 1.185
C 2.65505 3.94514 3.33535 -0.912
C 1.94078 2.95408 2.69329 -0.436
N 1.83040 2.87397 1.35586 0.057
C 2.43195 3.82194 0.65340 -0.136
Br 2.17141 3.83044 -1.21801 -0.091
C 3.19244 4.84455 1.19374 -0.667
H 4.04286 5.77584 4.07477 0.294
H 2.70452 3.96218 4.41895 0.314
H 1.42499 2.17865 3.25654 0.250
H 3.67162 5.57801 0.56092 0.441
S 0.09306 -0.80419 5.98680 -0.465
C 0.83200 -1.06509 4.48340 -0.116
S 0.31311 -0.01921 3.15976 -0.226
S 1.91497 -2.36900 4.23342 -0.487
C -4.99945 -1.77696 0.69311 -1.886
C -4.10785 -1.45827 -0.50221 1.623
C -4.79178 -1.76762 -1.82008 -1.621
O -2.90085 -2.19660 -0.38929 -0.405
C -1.79538 -1.33390 -0.07923 0.393
C -2.52433 0.00453 0.23227 -0.892
O -3.74778 -0.10267 -0.50097 -0.273
C -1.94814 1.45811 0.16974 2.379
O -0.71512 1.49983 0.76872 0.001
C -2.96820 2.24869 1.04814 0.074
C -4.17187 2.74837 0.55610 -0.224
C -5.07595 3.37583 1.40580 -0.939
C -4.78908 3.50680 2.75967 -0.533
C -3.58912 3.00893 3.25474 -0.844
C -2.68333 2.38576 2.40460 -0.502
C -1.92289 2.16320 -1.20371 -0.493
C -2.51232 1.71720 -2.38317 0.266
C -2.48892 2.49808 -3.53657 -0.841
C -1.88466 3.74552 -3.53222 -0.636
C -1.29096 4.20180 -2.35959 -0.911
C -1.31188 3.41709 -1.21776 -0.647
C -0.61751 -1.50574 -1.10610 3.254
O 0.22655 -0.41314 -1.06627 -1.448
C -1.14705 -1.72995 -2.53693 -0.636
C -0.91501 -0.75271 -3.49395 -0.449
C -1.35380 -0.91464 -4.80604 -0.718
C -2.01445 -2.07470 -5.18358 -0.540
C -2.23296 -3.07102 -4.23638 -1.008
C -1.80589 -2.89779 -2.92836 0.410
C 0.22463 -2.76115 -0.68742 0.020
C 0.90778 -3.50625 -1.65593 -0.252
C 1.73594 -4.56398 -1.31175 -0.947
C 1.92731 -4.90232 0.02272 -0.692
C 1.30554 -4.14420 1.00158 -0.633
C 0.47250 -3.08546 0.64984 -0.344
H -5.21196 -2.84773 0.72411 0.399
H -5.93402 -1.21561 0.61572 0.372
H -4.49199 -1.49450 1.61818 0.387
H -5.00847 -2.83658 -1.88131 0.369
H -4.13442 -1.49394 -2.64735 0.243
H -5.72239 -1.19919 -1.89104 0.377
H -1.41157 -1.66575 0.87812 -0.635
H -2.75783 -0.09503 1.29610 0.632
H -4.40566 2.64536 -0.49723 0.411
H -6.00740 3.76528 1.00817 0.394
H -5.49983 3.98848 3.42206 0.365
H -3.35724 3.09525 4.31100 0.481
H -1.74917 1.97750 2.77975 0.299
H -2.99635 0.75442 -2.41195 0.548
H -2.94708 2.11746 -4.44404 0.467
H -1.87335 4.35641 -4.42860 0.370
H -0.79614 5.16686 -2.33906 0.448
H -0.85301 3.77008 -0.30224 0.716
H -0.37455 0.13335 -3.18839 0.450
H -1.16876 -0.13101 -5.53301 0.439
H -2.35116 -2.20718 -6.20560 0.360
H -2.73679 -3.98789 -4.52283 0.361
H -1.98530 -3.67827 -2.20057 0.422
H 0.79395 -3.25653 -2.70276 0.367
H 2.24447 -5.11495 -2.09581 0.341
H 2.57965 -5.72357 0.29601 0.379
H 1.47758 -4.33057 2.05574 0.432
H 0.04946 -2.51138 1.46904 -0.013
C 6.68056 -0.85133 0.62702 -1.934
C 5.32310 -1.52991 0.77599 1.820
C 4.94719 -2.21188 -0.54639 -1.380
C 5.38251 -2.55945 1.90171 -1.652
N 4.38464 -0.46468 1.13690 -0.467
N 3.05987 -0.88779 1.41087 0.162
H 7.44799 -1.58424 0.36075 0.391
H 6.96013 -0.36864 1.56762 0.412
H 6.64622 -0.08563 -0.15577 0.397
H 5.66014 -3.00805 -0.78609 0.428
H 4.94342 -1.48437 -1.36348 0.312
H 3.95532 -2.66526 -0.49294 0.266
H 6.17320 -3.29148 1.70438 0.478
H 4.43386 -3.09377 2.00396 0.169
H 5.58010 -2.06157 2.85502 0.385
H 4.29286 0.18713 0.36051 0.235
H 2.97367 -1.19932 2.37785 -0.143
H 2.80995 -1.70385 0.84861 -0.138
F 2.79974 1.00684 -0.58268 -0.820
```

LUMO energy   0.1365 Ha
Energy relative to the best compared isomer or geometry (same formula, charge and spin)   1.1857 eV
Spin multiplicity   1
Calculated total energy   -164254.928 eV
HOMO   -0.9 eV
Total charge   -2

=====

Record 4
Entry from the OMol25 dataset: a molecular structure, C41H44CaFN4O2PS3Si in a non-equilibrium geometry (wB97M-V/def2-TZVPD).

Geometry as XYZ:
```
98
Properties=species:S:1:pos:R:3:mulliken_charge:R:1
Ca -1.18416 -1.04771 0.56006 1.154
N 1.22138 -1.43691 2.70366 0.228
C 2.48448 -1.95687 2.64359 0.319
C 3.01638 -2.57835 3.79172 -0.925
C 4.28825 -3.10792 3.79718 -0.499
C 5.09270 -3.04262 2.65986 -0.936
C 4.56678 -2.44918 1.52583 0.034
C 3.27792 -1.92153 1.47727 0.519
P 2.60987 -1.17164 -0.06842 1.779
C 3.32155 -2.24024 -1.37549 -0.180
C 3.67848 -1.70809 -2.61474 -0.333
C 4.02460 -2.53646 -3.67310 -0.703
C 3.99571 -3.91499 -3.51592 -0.540
C 3.60536 -4.45574 -2.29807 -0.659
C 3.26981 -3.62733 -1.23729 -0.648
C 3.65785 0.34784 -0.12183 0.399
C 3.07156 1.47765 0.45648 -0.459
C 3.77391 2.67383 0.52944 -0.561
C 5.05765 2.77075 0.00744 -0.556
C 5.63987 1.65685 -0.58451 -0.591
C 4.94516 0.45521 -0.64277 -0.290
H 0.78032 -1.31463 3.60438 0.170
H 0.92978 -0.73613 2.02833 -0.289
H 2.39797 -2.63324 4.67989 0.438
H 4.66038 -3.58077 4.69979 0.362
H 6.09330 -3.45511 2.65701 0.396
H 5.16913 -2.40935 0.62372 0.240
H 3.65390 -0.63535 -2.77214 0.323
H 4.28553 -2.09842 -4.62891 0.378
H 4.24414 -4.56413 -4.34696 0.347
H 3.52741 -5.52863 -2.17612 0.384
H 2.92069 -4.06536 -0.31030 0.370
H 2.04964 1.40109 0.82419 0.074
H 3.30554 3.53932 0.98373 0.386
H 5.59750 3.70940 0.05156 0.336
H 6.63934 1.71862 -0.99924 0.386
H 5.41572 -0.40911 -1.09646 0.305
S -2.08842 -5.48988 -1.45931 -0.457
C -1.82097 -4.00010 -0.71023 0.069
S -0.30596 -3.67077 0.12145 -0.317
S -3.06453 -2.76113 -0.65760 -0.439
F 0.09800 0.50300 1.03037 -0.866
C -2.18924 3.19188 -1.46469 -0.869
C -1.52411 2.24764 -0.45945 0.076
N -2.55270 1.52507 0.28493 0.430
C -3.55283 0.91765 -0.60773 0.945
C -4.36220 2.01619 -1.31570 -1.048
N -3.64431 3.31728 -1.05180 0.077
C -3.73949 3.65543 0.41205 -0.654
C -3.21652 2.42296 1.20159 -0.708
H -2.18306 2.78437 -2.47803 0.226
H -1.77362 4.19977 -1.47221 0.122
H -0.88742 2.77215 0.25131 0.728
H -0.91720 1.52505 -1.00127 -0.853
H -4.20686 0.26939 -0.02530 0.639
H -3.00328 0.32394 -1.34442 -1.064
H -5.37305 2.14169 -0.92450 0.271
H -4.39557 1.89042 -2.39841 0.416
H -4.07941 4.05282 -1.60025 0.327
H -4.78452 3.89081 0.61473 0.407
H -3.13110 4.54833 0.55683 0.297
H -4.04077 1.89377 1.67901 0.175
H -2.51217 2.74970 1.96686 0.435
O -0.97588 -0.60559 4.46442 -0.828
C -2.15030 -0.55689 4.13022 -0.169
N -2.67454 -0.52838 2.86412 0.379
C -4.03725 -0.43433 2.96365 -0.124
O -4.85248 -0.27402 2.06331 -0.739
C -4.44621 -0.46917 4.43433 0.124
C -5.68143 -0.42855 5.04334 -0.381
C -5.69871 -0.44437 6.44052 -0.429
C -4.51354 -0.49173 7.17164 -0.449
C -3.27231 -0.52648 6.53088 -0.262
C -3.28112 -0.51605 5.15318 0.038
H -6.59119 -0.39551 4.45696 0.461
H -6.64661 -0.42522 6.96595 0.371
H -4.55808 -0.50654 8.25459 0.368
H -2.34069 -0.56687 7.08096 0.471
C -0.03502 -1.76444 -3.44179 -0.830
Si -1.02888 -0.26844 -2.80335 0.808
C -2.45957 -0.18605 -4.09095 -1.493
C 0.06489 1.23041 -3.40574 -0.034
C 1.20107 1.54651 -2.63926 0.513
C 2.01804 2.63623 -2.90743 -0.584
C 1.70249 3.49396 -3.95945 -0.606
C 0.57708 3.22829 -4.72929 -0.706
C -0.21862 2.11443 -4.45758 -0.022
H 0.27232 -1.65552 -4.48928 0.337
H -0.64706 -2.66589 -3.33724 0.385
H 0.85473 -1.93885 -2.83119 -0.088
H -2.12788 -0.35797 -5.12312 0.390
H -2.98587 0.78052 -4.06882 0.266
H -3.18678 -0.96306 -3.83461 0.242
H 1.42831 0.91684 -1.78140 -0.225
H 2.88787 2.81888 -2.28530 0.286
H 2.32718 4.35364 -4.17536 0.381
H 0.32361 3.88411 -5.55734 0.343
H -1.08163 1.92397 -5.09061 0.279
```

LUMO energy   0.1074 Ha
Energy relative to the best compared isomer or geometry (same formula, charge and spin)   0.2300 eV
Spin multiplicity   1
Calculated total energy   -124120.045 eV
HOMO   -0.7 eV
Total charge   -2